*a*
Density functional theory data (wB97M-V/def2-TZVPD) for a cluster of 2 separate species, CH8NO in total.

Last column: natural (NBO) charge in e.
Element x y z (Å)
N  -1.397  0.844  0.856  -0.90
H  -1.653  0.434  1.758  0.45
H  -0.431  0.519  0.668  0.48
H  -1.589  1.867  0.937  0.46
H  -1.962  0.510  0.026  0.45
C  1.037  -0.994  -0.920  -0.25
O  0.964  0.188  -0.118  -0.78
H  1.107  -1.870  -0.308  0.19
H  1.865  -1.004  -1.606  0.21
H  0.212  -1.018  -1.533  0.18
H  1.846  0.524  0.240  0.52

2S+1: 1
molecular weight: 50.08 Da
total charge: +1

***

*b*
Density functional theory data (wB97M-V/def2-TZVPD) for a cluster of 2 separate species, CH8NO in total.

Last column: natural (NBO) charge in e.
Element x y z (Å)
C  -0.112  0.254  0.804  -0.26
O  -0.551  1.220  1.708  -0.67
H  0.682  0.616  0.129  0.13
H  0.331  -0.537  1.407  0.21
H  -0.930  -0.111  0.159  0.13
H  -0.810  2.000  1.207  0.48
N  0.530  -1.205  -1.957  -0.87
H  0.056  -1.060  -1.050  0.46
H  1.352  -0.602  -1.914  0.46
H  0.840  -2.179  -1.967  0.46
H  -0.068  -1.037  -2.765  0.47

2S+1: 1
molecular weight: 50.08 Da
total charge: +1

***

*c*
Density functional theory data (wB97M-V/def2-TZVPD) for a structure of composition CH8NO.

Last column: natural (NBO) charge in e.
Element x y z (Å)
C  0.670  1.028  -0.309  -0.44
N  -0.432  0.517  0.445  -0.70
H  1.166  0.097  -0.631  0.22
H  1.411  1.661  0.207  0.25
H  0.311  1.563  -1.204  0.24
H  -1.324  1.013  0.246  0.43
H  -0.289  0.502  1.475  0.43
H  -0.524  -0.465  0.114  0.43
O  -0.188  -1.598  -0.084  -0.90
H  -0.806  -2.059  0.527  0.52
H  0.005  -2.259  -0.787  0.54

2S+1: 1
molecular weight: 50.08 Da
total charge: +1

***

*d*
Density functional theory data (wB97M-V/def2-TZVPD) for a cluster of 2 separate species, CH8NO in total.

Last column: natural (NBO) charge in e.
Element x y z (Å)
N  0.350  1.408  1.304  -0.89
H  0.957  1.106  2.076  0.45
H  0.308  0.682  0.516  0.48
H  0.775  2.245  0.891  0.45
H  -0.587  1.644  1.636  0.45
C  -0.783  -1.264  -0.784  -0.26
O  0.383  -0.398  -0.732  -0.78
H  -1.280  -1.224  0.181  0.18
H  -0.441  -2.276  -0.992  0.20
H  -1.469  -0.934  -1.559  0.20
H  0.892  -0.516  -1.545  0.51

2S+1: 1
molecular weight: 50.08 Da
total charge: +1

***

Which structure is the most stable? The one labeled *d*.

***

*a*
Density functional theory data (wB97M-V/def2-TZVPD) for the molecule C3H6N2S.

Last column: natural (NBO) charge in e.
Element x y z (Å)
C  -0.420  -0.671  -0.105  0.41
C  -0.916  0.672  0.272  -0.33
C  -0.407  1.688  -0.217  -0.31
H  2.250  -0.659  1.332  0.09
H  1.055  -1.572  -0.862  0.39
H  -2.004  -1.865  0.175  0.35
H  -1.673  0.762  1.021  0.22
H  0.337  1.392  -1.133  0.20
H  -0.506  2.859  -0.091  0.23
N  0.892  -0.689  -0.558  -0.77
N  -0.928  -1.820  0.055  -0.68
S  2.320  -0.097  0.110  0.19

2S+1: 1
SMILES: [H]/N=C(\C=C)NS
molecular weight: 102.16 Da
total charge: 0

***

*b*
Density functional theory data (wB97M-V/def2-TZVPD) for the molecule C3H6N2S.

Last column: natural (NBO) charge in e.
Element x y z (Å)
C  -1.410  0.389  -0.058  0.05
C  -0.185  -0.258  0.228  -0.34
C  1.012  0.534  0.109  0.10
H  -3.503  0.155  -0.523  0.36
H  -2.780  -1.179  0.027  0.37
H  -1.406  1.562  -0.102  0.20
H  -0.020  -1.269  0.489  0.24
H  0.972  1.760  0.191  0.18
H  4.201  -1.101  0.661  0.14
N  -2.708  -0.305  -0.508  -0.80
N  2.028  -0.291  -0.190  -0.60
S  3.799  0.005  -0.325  0.10

2S+1: 1
SMILES: N/C=C/C=N/S
molecular weight: 102.16 Da
total charge: 0

***

Which structure is the most stable? The one labeled *a*.

***

*a*
Density functional theory data (wB97M-V/def2-TZVPD) for the molecule C3H6N2S.

Last column: natural (NBO) charge in e.
Element x y z (Å)
C  -0.103  -0.235  -0.058  0.04
C  0.018  1.292  -0.059  -0.29
C  -0.953  2.179  0.026  -0.30
H  2.377  0.346  0.955  0.36
H  2.563  0.399  -0.723  0.35
H  1.338  -1.779  -0.093  0.40
H  1.078  1.584  -0.228  0.19
H  -1.975  1.791  0.162  0.21
H  -0.849  3.218  0.004  0.20
N  2.381  -0.160  0.086  -0.64
N  1.177  -0.798  -0.066  -0.43
S  -1.451  -1.142  0.021  -0.10

2S+1: 1
SMILES: C=CC(=S)NN
molecular weight: 102.16 Da
total charge: 0

***

*b*
Density functional theory data (wB97M-V/def2-TZVPD) for the molecule C3H6N2S.

Last column: natural (NBO) charge in e.
Element x y z (Å)
C  0.395  0.472  0.610  -0.22
C  1.519  0.414  -0.436  -0.62
C  -1.349  -0.961  -0.631  0.06
N  -1.943  -0.860  0.587  -0.48
N  -0.924  0.123  0.017  -0.28
S  2.899  -0.513  0.157  0.12
H  0.521  -0.322  1.347  0.21
H  0.461  1.564  1.086  0.22
H  1.019  -0.002  -1.240  0.21
H  1.663  1.501  -0.674  0.22
H  -0.973  -1.725  -1.288  0.20
H  -2.862  -0.454  0.746  0.36

2S+1: 1
molecular weight: 102.16 Da
total charge: 0

***

Which structure is the most stable? The one labeled *a*.

***

*a*
Density functional theory data (wB97M-V/def2-TZVPD) for the molecule C3H6N2S.

Last column: natural (NBO) charge in e.
Element x y z (Å)
C  0.061  0.693  2.111  -0.19
C  -0.343  0.066  -0.592  -0.33
C  -0.241  -0.569  -1.947  -0.27
H  -0.845  1.086  1.562  0.16
H  0.391  1.106  3.060  0.20
H  1.220  -1.209  -0.027  0.37
H  -0.052  1.115  -0.647  0.21
H  -1.391  -0.029  -0.278  0.21
H  -0.443  -1.651  -1.905  0.20
N  0.854  -0.128  1.531  -0.21
N  0.444  -0.696  0.350  -0.44
S  0.346  0.216  -3.218  0.10

2S+1: 1
SMILES: C=NNCC=S
molecular weight: 102.16 Da
total charge: 0

***

*b*
Density functional theory data (wB97M-V/def2-TZVPD) for the molecule C3H6N2S.

Last column: natural (NBO) charge in e.
Element x y z (Å)
C  0.464  -0.518  0.138  -0.27
C  -0.885  -1.167  0.141  -0.53
C  -0.891  1.355  -0.062  -0.24
N  1.915  1.330  -0.176  -0.63
N  0.466  0.941  -0.065  -0.12
S  -2.036  0.244  0.336  0.33
H  0.885  -0.839  1.079  0.22
H  1.011  -0.744  -0.868  0.23
H  -1.125  -1.528  -0.899  0.23
H  -1.035  -1.915  0.909  0.24
H  -1.186  2.380  -0.339  0.25
H  2.416  0.462  -0.196  0.30

2S+1: 1
molecular weight: 102.16 Da
total charge: 0

***

*c*
Density functional theory data (wB97M-V/def2-TZVPD) for the molecule C3H6N2S.

Last column: natural (NBO) charge in e.
Element x y z (Å)
C  0.464  1.551  -0.273  0.24
C  -0.729  -0.639  -0.211  -0.49
C  0.374  0.212  0.403  -0.14
N  0.770  2.512  -0.765  -0.32
N  1.614  -0.411  0.181  -0.80
S  -2.434  0.018  -0.006  -0.05
H  -0.382  -0.803  -1.269  0.21
H  -0.613  -1.537  0.230  0.23
H  0.124  0.352  1.461  0.24
H  1.644  -0.501  -0.915  0.36
H  2.378  0.174  0.565  0.39
H  -3.210  -0.929  0.598  0.15

2S+1: 1
SMILES: N#C[C@H](N)CS
molecular weight: 102.16 Da
total charge: 0

***

*d*
Density functional theory data (wB97M-V/def2-TZVPD) for the molecule C3H6N2S.

Last column: natural (NBO) charge in e.
Element x y z (Å)
C  -2.609  1.005  -0.022  -0.72
C  -2.345  -0.462  0.044  0.08
C  1.250  -0.592  -0.071  -0.08
H  -2.252  1.446  0.948  0.24
H  -3.682  1.038  0.111  0.23
H  -2.277  1.498  -0.902  0.24
H  -3.174  -1.119  0.098  0.20
H  -0.230  0.848  -0.153  0.38
H  1.321  -1.666  -0.119  0.21
N  -1.158  -0.982  0.081  -0.23
N  -0.025  -0.110  -0.168  -0.45
S  2.550  0.368  0.058  -0.10

2S+1: 1
SMILES: C/C=N\NC=S
molecular weight: 102.16 Da
total charge: 0

***

Which structure is the most stable? The one labeled *c*.

***

*a*
Density functional theory data (wB97M-V/def2-TZVPD) for a cluster of 2 separate species, C3H6N2S in total.

Last column: natural (NBO) charge in e.
Element x y z (Å)
C  1.840  -0.101  -0.065  0.36
C  -2.789  -1.193  -0.065  -0.11
C  2.682  1.035  -0.100  -0.75
N  1.027  -0.899  -0.047  -0.41
N  -1.796  -0.335  -0.017  -0.57
S  -1.850  1.216  0.445  -0.18
H  -2.619  -2.186  -0.109  0.18
H  -3.846  -0.950  0.314  0.20
H  1.971  1.836  -0.462  0.28
H  3.401  0.896  -0.876  0.27
H  2.794  1.283  0.980  0.28
H  -0.815  -0.602  0.002  0.45

2S+1: 1
SMILES: C=[NH+][S-].CC#N
molecular weight: 102.16 Da
total charge: 0

***

*b*
Density functional theory data (wB97M-V/def2-TZVPD) for the molecule C3H6N2S.

Last column: natural (NBO) charge in e.
Element x y z (Å)
C  -2.431  -0.344  -0.118  -0.22
C  0.855  -0.254  -0.103  -0.38
C  2.104  -0.048  0.709  -0.21
H  -1.966  -1.439  -0.367  0.13
H  -3.590  -0.395  -0.115  0.22
H  0.185  1.599  -0.428  0.36
H  0.934  -0.314  -1.241  0.23
H  0.125  -0.955  0.388  0.23
H  1.995  0.478  1.721  0.23
N  -1.568  0.679  -0.099  -0.23
N  -0.204  0.868  -0.047  -0.40
S  3.559  0.126  -0.301  0.00

2S+1: 1
SMILES: C=NNCC=S
molecular weight: 102.16 Da
total charge: 0

***

Which structure is the most stable? The one labeled *a*.

***

*a*
Density functional theory data (wB97M-V/def2-TZVPD) for a cluster of 2 separate species, C4H10N2 in total.

Last column: natural (NBO) charge in e.
Element x y z (Å)
C  3.750  0.042  0.671  -0.41
C  2.549  -0.182  0.206  -0.02
N  1.879  0.719  -0.666  -0.86
H  4.352  0.920  0.478  0.20
H  4.169  -0.616  1.422  0.19
H  1.956  -1.019  0.573  0.16
H  1.226  1.291  -0.150  0.37
H  1.314  0.303  -1.396  0.37
C  -3.277  -0.877  -0.855  -0.52
C  -2.341  -0.475  -0.001  0.01
N  -2.081  0.858  0.348  -0.83
H  -3.795  -0.199  -1.523  0.19
H  -3.412  -1.927  -1.071  0.21
H  -1.749  -1.210  0.530  0.19
H  -2.894  1.429  0.183  0.38
H  -1.646  0.944  1.250  0.38

2S+1: 1
SMILES: C=CN.C=CN
molecular weight: 86.14 Da
total charge: 0

***

*b*
Density functional theory data (wB97M-V/def2-TZVPD) for the molecule C4H10N2.

Last column: natural (NBO) charge in e.
Element x y z (Å)
C  -1.005  -0.594  -1.254  -0.22
C  -0.184  -0.934  0.065  -0.43
C  0.087  0.297  1.030  -0.30
C  1.191  1.027  0.945  0.01
N  1.463  2.144  1.732  -0.82
N  -1.385  -1.803  -2.138  -0.88
H  -0.182  -0.073  -1.863  0.19
H  -2.122  -0.107  -1.208  0.20
H  -0.744  -1.658  0.663  0.20
H  0.805  -1.323  -0.323  0.20
H  -0.819  0.682  1.431  0.19
H  2.038  0.717  0.199  0.19
H  0.789  2.835  1.995  0.39
H  2.309  2.531  1.393  0.37
H  -0.861  -2.590  -1.884  0.34
H  -2.295  -2.172  -2.278  0.36

2S+1: 1
SMILES: N/C=C/CCN
molecular weight: 86.14 Da
total charge: 0

***

Which structure is the most stable? The one labeled *a*.